Record 1
22
Properties=species:S:1:pos:R:3:lowdin_charge:R:1 method="wB97M-V/def2-TZVPD" smiles="C=C([C@@H](O)CC)n1cncn1" de_lowest_ev=3.402 gap_ha=0.3674 e_tot_ev=-13952.1686
C -1.61850 0.00288 1.44265 0.075
C -0.62206 0.32973 0.66151 -0.189
C 1.03597 -0.06193 1.13913 -0.323
O 1.15503 -0.15503 2.48499 0.000
C 1.53116 -1.28371 0.40883 -0.181
C 0.63195 -1.92964 -0.69904 -0.111
N -0.74929 1.09026 -0.50134 -0.135
C 0.15355 2.05788 -0.95415 -0.091
N -0.33614 2.52771 -2.06947 0.061
C -1.44885 1.86226 -2.30859 -0.216
N -1.82086 1.07541 -1.27200 0.101
H -2.58984 0.48266 1.21216 0.084
H -1.55127 -0.35661 2.40452 0.035
H 1.55169 0.72924 0.77649 0.074
H 0.69033 -0.94452 2.84703 0.123
H 2.51464 -1.18778 -0.04252 0.104
H 1.52695 -2.18847 1.08809 0.124
H -0.05188 -2.72133 -0.34163 0.065
H 1.27586 -2.39871 -1.45582 0.062
H -0.17184 -1.17755 -1.22797 0.109
H 1.06881 2.16825 -0.44910 0.106
H -2.17540 2.07898 -3.14378 0.123

Record 2
115
Properties=species:S:1:pos:R:3:lowdin_charge:R:1 method="wB97M-V/def2-TZVPD" total_charge=+2 gap_ha=0.2646 e_tot_ev=-101625.4172
Pd -0.19772 0.07137 0.65286 0.258
O 2.45375 -0.29194 2.12698 -0.440
S 1.83129 -1.06837 1.03221 0.841
C 1.81707 -2.76043 1.52901 -0.318
C 2.98820 -3.15575 2.14515 -0.048
C 3.23663 -4.48335 2.52148 0.017
C 2.28122 -5.41584 2.22617 -0.130
C 2.25935 -6.90574 2.44802 -0.084
C 0.89466 -7.37220 1.88269 -0.084
C 0.22136 -6.10956 1.41314 -0.136
C -1.00729 -5.89953 0.85862 0.012
C -1.38756 -4.57368 0.59270 -0.054
C -0.57976 -3.46687 0.80205 -0.281
P -1.40449 -1.87319 0.48752 0.989
C -1.52910 -1.76143 -1.32877 -0.365
C -0.68634 -2.50363 -2.14946 -0.068
C -0.73344 -2.34684 -3.52974 -0.052
C -1.63779 -1.46542 -4.09930 -0.075
C -2.48031 -0.71575 -3.28553 -0.089
C -2.41527 -0.84826 -1.90958 -0.139
C -3.08510 -2.19466 1.09993 -0.392
C -4.17393 -2.43237 0.26518 -0.103
C -5.43100 -2.66489 0.80816 -0.060
C -5.60804 -2.66952 2.18339 -0.058
C -4.51884 -2.46613 3.02105 -0.055
C -3.26437 -2.23375 2.48187 -0.100
C 0.74879 -3.67308 1.29657 -0.123
C 1.07205 -5.00726 1.62659 -0.074
C 2.98739 -1.05987 -0.30769 -0.284
C 3.55085 -2.20325 -0.82725 -0.040
C 4.64186 -2.16306 -1.71966 0.007
C 5.20814 -0.94858 -1.98696 -0.134
C 6.44084 -0.57392 -2.77088 -0.085
C 6.58328 0.96076 -2.58243 -0.084
C 5.38530 1.36138 -1.75948 -0.134
C 4.97714 2.56784 -1.26715 0.014
C 3.74824 2.62150 -0.58088 -0.055
C 2.95435 1.52005 -0.31836 -0.266
P 1.20543 1.91965 0.09091 1.039
C 0.73007 2.52833 -1.56886 -0.336
C 1.00383 3.81177 -2.04196 -0.095
C 0.71865 4.15792 -3.35582 -0.068
C 0.18511 3.21748 -4.22567 -0.069
C -0.06041 1.92768 -3.77385 -0.074
C 0.20606 1.58957 -2.45463 -0.118
C 1.37044 3.31620 1.23313 -0.383
C 0.76490 4.55597 1.05389 -0.130
C 0.90662 5.54797 2.01486 -0.068
C 1.64103 5.30210 3.16425 -0.060
C 2.23499 4.06021 3.35494 -0.052
C 2.10733 3.07022 2.39452 -0.079
C 3.45525 0.23541 -0.67808 -0.137
C 4.62340 0.21798 -1.45442 -0.077
H 3.74366 -2.40125 2.32858 0.126
H 4.16922 -4.74362 3.00363 0.128
H 2.35922 -7.13663 3.50914 0.129
H 3.09832 -7.38528 1.94284 0.128
H 0.29044 -7.87449 2.63862 0.128
H 1.01362 -8.07576 1.05795 0.128
H -1.69712 -6.70858 0.65894 0.126
H -2.38979 -4.41665 0.21483 0.108
H 0.00231 -3.21814 -1.71458 0.108
H -0.07384 -2.92981 -4.15842 0.115
H -1.69013 -1.36317 -5.17545 0.115
H -3.19285 -0.03292 -3.73303 0.109
H -3.06249 -0.25407 -1.27373 0.087
H -4.04904 -2.45738 -0.80938 0.103
H -6.27010 -2.85774 0.15250 0.112
H -6.58801 -2.85327 2.60322 0.113
H -4.64549 -2.49734 4.09525 0.116
H -2.42060 -2.10043 3.14408 0.099
H 3.17628 -3.16934 -0.51383 0.111
H 5.04893 -3.08695 -2.10850 0.123
H 6.32503 -0.84197 -3.82202 0.126
H 7.31393 -1.11377 -2.40390 0.126
H 6.59634 1.48814 -3.53671 0.125
H 7.50899 1.21942 -2.06751 0.127
H 5.54520 3.47572 -1.42226 0.124
H 3.39740 3.59699 -0.26674 0.108
H 1.45919 4.55106 -1.40031 0.095
H 0.93731 5.15898 -3.70442 0.113
H -0.01748 3.48288 -5.25518 0.111
H -0.44500 1.17690 -4.45064 0.097
H 0.00636 0.57787 -2.11538 0.077
H 0.15622 4.75141 0.18210 0.088
H 0.43794 6.51197 1.86593 0.111
H 1.75181 6.07622 3.91183 0.113
H 2.80600 3.86406 4.25269 0.115
H 2.57091 2.10224 2.54329 0.097
N -5.25112 3.73164 -1.16724 0.185
C -4.17922 4.42649 -1.96427 -0.120
C -2.83121 4.07755 -1.32956 -0.249
N -2.61635 2.67283 -1.17474 0.054
H -6.16256 3.74640 -1.62536 0.174
H -5.35331 4.14516 -0.23795 0.172
H -4.94638 2.75569 -1.04000 0.142
H -4.39393 5.49317 -1.96729 0.135
H -4.25062 4.03456 -2.97727 0.134
H -2.75441 4.57061 -0.35633 0.113
H -2.05359 4.51526 -1.96042 0.121
H -2.34989 2.12558 -1.97374 0.065
H -2.88030 2.17938 -0.34471 0.000
C -1.76945 3.03626 2.23217 -0.215
Si -1.86129 1.17780 1.96665 0.448
C -3.72415 0.96272 1.58619 -0.221
C -1.41547 0.45786 3.65394 -0.213
H -2.62300 3.30159 2.86658 0.049
H -1.82687 3.62138 1.31537 -0.007
H -0.86468 3.33953 2.75767 0.022
H -4.21260 0.72261 2.53513 0.042
H -4.02050 0.19257 0.87713 0.000
H -4.14712 1.92709 1.27647 0.001
H -2.28365 0.41576 4.31671 0.040
H -0.68129 1.12882 4.10741 0.034
H -0.95381 -0.52685 3.62259 0.004

Record 3
6
Properties=species:S:1:pos:R:3:lowdin_charge:R:1 method="wB97M-V/def2-TZVPD" de_lowest_ev=1.541 gap_ha="0.2598 / 0.2598" e_tot_ev=-126188.3180
P -0.62807 -0.84441 -0.60532 -0.122
P 0.69309 0.93827 -0.17048 0.104
Cl -0.43547 -2.04908 1.09991 0.048
Cl 0.62267 -1.74395 -1.97131 0.073
Cl 1.17250 0.73571 1.74664 0.104
Br -1.42473 2.96346 -0.09945 -0.207